{"formula": "C8H17PSi", "method": "ωB97M-V/def2-TZVPD", "elements": ["C", "C", "C", "C", "C", "C", "C", "C", "Si", "P", "H", "H", "H", "H", "H", "H", "H", "H", "H", "H", "H", "H", "H", "H", "H", "H", "H"], "coordinates": [[0.87766, -0.20385, -1.03407], [1.39507, 0.53700, -2.23113], [1.77767, -1.06718, -0.22546], [0.72297, 1.16128, -3.16581], [1.37749, 2.06843, -4.07110], [0.25109, -1.35568, 3.39739], [-1.44929, -1.92986, 0.90333], [-1.80174, 0.86899, 2.28029], [-0.52290, -0.53842, 1.83234], [1.19853, 0.41207, 0.79137], [-0.18496, -0.65035, -1.08739], [2.53044, 0.39525, -2.20127], [1.63395, -2.04106, 0.17028], [2.88026, -1.06079, -0.26480], [-0.31944, 1.05808, -3.27364], [1.06704, 1.73425, -5.21316], [2.38248, 1.85256, -3.94690], [1.15620, 3.07506, -3.92795], [0.87387, -2.14877, 2.90321], [0.68360, -0.81489, 4.24897], [-0.43836, -2.05272, 3.90944], [-2.23259, -2.42225, 1.40753], [-1.84886, -1.34476, 0.08513], [-0.78039, -2.81928, 0.53727], [-1.28440, 1.82941, 1.88534], [-2.79923, 0.96821, 2.03791], [-1.70344, 1.07673, 3.33487]], "forces_ev_per_a": [[-1.966, -1.342, 0.200], [1.895, -1.828, 2.318], [1.627, 0.679, 1.018], [-0.274, -0.033, 0.687], [-1.163, -2.354, -4.561], [-0.699, -1.319, -0.462], [2.750, -0.552, -0.886], [4.257, 1.504, -0.151], [-1.593, -0.509, 1.532], [0.244, -0.102, -1.278], [1.767, 0.872, -0.238], [-1.418, 1.145, -0.455], [-1.325, -0.858, -0.054], [-0.435, 0.752, -0.878], [-1.347, -0.051, 0.441], [0.839, 1.184, 2.560], [2.303, 0.262, -0.208], [-0.455, 1.733, 0.204], [0.465, 0.971, 0.663], [0.502, 0.071, -0.788], [-0.481, 0.521, -0.314], [-1.072, -0.151, 0.947], [-0.334, -0.419, -0.643], [-0.988, 1.887, 0.316], [-0.857, -1.321, 0.212], [-2.114, -0.439, -0.852], [-0.129, -0.299, 0.667]], "mulliken_charge": [0.410, -0.603, -0.980, 0.220, -1.148, -1.085, -1.072, -1.291, 0.616, -0.194, 0.149, 0.098, 0.289, 0.302, 0.439, 0.238, 0.346, 0.291, 0.244, 0.347, 0.342, 0.429, 0.294, 0.234, 0.292, 0.430, 0.364], "charge": 0, "smiles": "C/C=C/[C@H]1CP1[Si](C)(C)C", "homo_ev": -8.52, "relative_energy_ev": 0.0000, "e_tot_ev": -25735.825, "max_force_ha_per_bohr": 0.1023}